(1)
This record from OMol25 describes C43H42CuP2 as an isolated structure at a distorted geometry. The level of theory is ωB97M-V with the def2-TZVPD basis set.

Geometry as XYZ:
```
88
Properties=species:S:1:pos:R:3:mulliken_spin:R:1
Cu -1.94767 -0.16785 -3.33556 0.315
C -2.68429 -1.47676 -4.67334 0.037
C -1.46438 -1.02991 -5.15511 0.099
C -1.27100 0.03247 -6.19190 0.033
C -2.09099 1.29742 -5.96147 0.025
C -2.43561 1.58333 -4.52189 0.255
C -3.43466 0.98548 -3.77509 -0.103
C -4.53699 0.16525 -4.37096 0.152
C -4.02768 -1.06989 -5.18229 -0.005
C -0.86201 1.64537 1.34476 -0.001
H -2.68168 -2.28839 -3.94741 -0.047
H -0.55174 -1.58682 -4.91625 0.030
H -1.50362 -0.31901 -7.21607 -0.004
H -0.20048 0.29103 -6.18147 -0.001
H -1.45815 2.13865 -6.29065 0.000
H -2.98247 1.25396 -6.59457 -0.004
H -2.00034 2.50955 -4.13663 0.061
H -3.76304 1.33833 -2.76691 -0.174
H -5.18798 0.78743 -5.02517 -0.014
H -5.12700 -0.20596 -3.49554 -0.004
H -4.71723 -1.90795 -4.95507 0.002
H -4.06235 -0.81823 -6.26088 -0.001
H -0.64871 1.05157 2.25016 -0.001
H -1.79991 2.16484 1.51446 0.003
H -0.08631 2.42222 1.32221 0.001
P 0.33950 -0.84103 -2.06901 0.156
P -1.21782 2.29748 -1.17810 0.193
C 0.21293 0.69974 -3.08138 0.037
C -0.14406 1.94020 -2.56056 -0.100
C 1.96410 -1.37208 -2.76864 0.042
C 2.51548 -1.43598 -4.05745 0.000
C 3.79362 -2.00744 -4.23039 0.002
C 4.50295 -2.49043 -3.12521 0.000
C 3.98433 -2.31160 -1.83512 0.002
C 2.72310 -1.76861 -1.67417 -0.026
C -0.65758 -2.38332 -2.45429 -0.040
C -1.80147 -2.55134 -1.64279 0.101
C -2.73994 -3.56692 -1.89037 0.014
C -2.49682 -4.54714 -2.85099 -0.009
C -1.28123 -4.49682 -3.55458 0.041
C -0.35737 -3.46537 -3.34221 0.024
C -0.49423 3.93858 -0.82645 0.008
C 0.91959 3.97246 -0.79795 -0.004
C 1.60175 5.10514 -0.37064 0.003
C 0.88603 6.25333 -0.03846 -0.004
C -0.50125 6.26083 -0.12589 0.002
C -1.19796 5.11536 -0.54704 -0.004
C -3.10992 2.62200 -1.03798 -0.076
C -3.71927 1.56335 -0.32347 0.042
C -5.09702 1.51074 -0.04571 0.008
C -5.96166 2.48522 -0.54888 -0.006
C -5.39253 3.56867 -1.17922 0.010
C -4.00541 3.64772 -1.42818 -0.003
H 0.73951 0.72826 -4.07657 0.037
H 0.31712 2.83867 -2.98058 -0.006
H 2.00218 -1.07000 -4.94848 0.002
H 4.24012 -2.09507 -5.22238 0.000
H 5.46446 -2.99747 -3.24015 0.000
H 4.52099 -2.60351 -0.93416 0.000
H 2.27123 -1.67420 -0.69577 0.010
H -1.83713 -1.89443 -0.77917 -0.012
H -3.65257 -3.58969 -1.30120 -0.005
H -3.25300 -5.33045 -3.02630 0.000
H -1.06560 -5.31381 -4.25430 0.007
H 0.62026 -3.55883 -3.84797 0.001
H 1.49387 3.10957 -1.16627 0.001
H 2.69712 5.05592 -0.33417 0.000
H 1.43028 7.14500 0.27861 0.000
H -1.06378 7.16236 0.13957 0.000
H -2.27865 5.15093 -0.64221 -0.001
H -3.06197 0.74242 -0.01389 0.002
H -5.47998 0.71218 0.58545 -0.002
H -7.05518 2.42542 -0.40205 0.000
H -6.05190 4.38759 -1.46478 0.001
H -3.63689 4.53774 -1.93984 -0.001
C -0.73118 0.88805 0.06074 -0.017
C -0.00803 -0.26605 -0.10408 -0.085
C 0.72216 -1.00306 1.08860 0.001
C 0.84438 -2.41303 1.14849 -0.007
C 1.64887 -3.12173 2.07711 0.001
C 2.33158 -2.46504 3.09946 -0.002
C 2.23294 -1.05980 3.10603 0.000
C 1.45724 -0.38013 2.16182 0.000
H 0.32153 -2.96282 0.37395 0.005
H 1.72393 -4.21487 1.98121 0.000
H 2.91595 -3.03317 3.83674 0.000
H 2.80071 -0.52290 3.88036 0.000
H 1.49636 0.71114 2.20873 0.001
```

Values from the calculation:
Orbital gap (spin up / spin down) (Ha): 0.1534 / 0.1895
Spin multiplicity: 2
HOMO energy (spin up / spin down) (eV): -4.03 / -4.97
Net charge: 0

---

(2)
This record from OMol25 describes C43H42N11O6Rb as an isolated structure at a distorted geometry. The level of theory is ωB97M-V with the def2-TZVPD basis set.

Geometry as XYZ:
```
103
Properties=species:S:1:pos:R:3:mulliken_charge:R:1
Rb -0.06513 -0.06343 -0.13520 0.608
O -3.69810 3.59053 -1.21561 -0.850
C -2.94323 2.60235 -1.30567 0.067
O -1.70638 2.60388 -1.34938 -0.518
C -3.68149 1.23731 -1.40945 0.308
C -5.03030 1.27678 -1.76237 -0.601
C -5.74100 0.09611 -1.84296 -0.268
C -5.07960 -1.08620 -1.56421 -0.603
C -3.72586 -1.04071 -1.22818 0.248
N -3.05069 0.09850 -1.15985 0.472
C -3.00554 -2.38876 -0.94485 -0.235
O -3.67547 -3.40895 -1.19984 -0.837
O -1.84977 -2.34522 -0.50067 -0.243
H -5.48969 2.23691 -1.95154 0.452
H -6.79318 0.11007 -2.11366 0.376
H -5.57289 -2.04737 -1.60424 0.436
N 1.62964 2.53895 -3.83736 -0.033
C 1.24648 1.51858 -4.66502 -0.847
C 0.71939 0.56157 -3.84343 -0.610
N 0.78550 0.96249 -2.55817 0.749
C 1.32756 2.14788 -2.55484 -0.261
C 1.63967 2.98822 -1.42914 0.070
N 1.79250 2.64323 -0.18024 0.159
C 2.17617 3.74972 0.49021 -0.387
C 2.25803 4.81491 -0.36038 -0.795
N 1.92561 4.32268 -1.59321 -0.107
H 2.06774 3.39561 -4.12974 0.177
H 1.39074 1.56817 -5.72685 0.392
H 0.29303 -0.38666 -4.10691 0.374
H 2.37850 3.71948 1.54240 0.506
H 2.52894 5.84271 -0.21882 0.463
H 1.78238 4.88115 -2.41772 0.206
C -2.89049 4.39480 5.88962 -1.629
C -1.39149 4.27210 5.57278 2.147
C -0.84958 5.66833 5.24742 -2.039
C -0.63716 3.75971 6.80851 -1.757
C -1.25997 3.30845 4.39757 1.192
C -1.04922 3.73617 3.09209 -1.118
C -1.03126 2.80029 2.06073 -0.799
N -1.22438 1.51922 2.25854 0.161
C -1.43546 1.08072 3.49069 -0.354
C -1.44383 1.94085 4.58897 -0.410
C -1.67846 -0.37365 3.58243 -0.985
C -2.43629 -0.95701 4.59679 -0.371
C -2.62705 -2.33623 4.61027 0.706
C -2.04168 -3.06158 3.58001 -0.563
C -1.33671 -2.38620 2.58703 -1.093
N -1.15336 -1.08788 2.59650 0.422
C -3.41271 -2.99598 5.73534 2.151
C -2.58174 -2.89761 7.02382 -1.609
C -4.76084 -2.28788 5.92667 -1.715
C -3.69907 -4.47139 5.43919 -2.165
H -3.05268 5.09600 6.70836 0.428
H -3.31116 3.43026 6.16698 0.331
H -3.42425 4.75544 5.01253 0.390
H -0.90131 6.29884 6.13535 0.449
H -1.43911 6.14450 4.46894 0.364
H 0.18760 5.61352 4.92503 0.424
H -0.72076 4.48008 7.62334 0.463
H 0.41690 3.62159 6.57694 0.392
H -1.03277 2.81245 7.16441 0.332
H -0.91635 4.77763 2.85093 0.311
H -0.89020 3.09563 1.03096 0.682
H -1.60040 1.54012 5.57936 0.337
H -2.88516 -0.33071 5.35509 0.433
H -2.12844 -4.13340 3.52442 0.375
H -0.92062 -2.91505 1.74347 0.577
H -2.39121 -1.85882 7.28605 0.329
H -1.62184 -3.39291 6.88865 0.370
H -3.10782 -3.37649 7.84966 0.430
H -4.63298 -1.24548 6.20606 0.325
H -5.33656 -2.78023 6.71052 0.464
H -5.33185 -2.32472 5.00173 0.384
H -2.77779 -5.04657 5.38506 0.373
H -4.23315 -4.56885 4.49667 0.462
H -4.31510 -4.89431 6.23218 0.446
O 3.30324 0.06123 -0.76406 -0.376
N 4.06520 -0.12429 0.23146 -0.722
N 3.52523 -0.29488 1.40926 0.875
O 2.28209 -0.28292 1.72505 -0.421
C 4.46276 -0.59491 2.40118 -0.137
C 4.01236 -0.85534 3.69982 -0.294
C 4.90296 -1.23447 4.68136 -0.439
C 6.25356 -1.36142 4.39312 -0.433
C 6.70893 -1.07859 3.11170 -0.497
C 5.83113 -0.69316 2.12202 -0.296
H 2.95274 -0.76659 3.88771 0.435
H 4.54910 -1.44404 5.68356 0.350
H 6.94664 -1.68205 5.15906 0.346
H 7.76532 -1.16864 2.89075 0.335
H 6.17098 -0.48519 1.12053 0.413
N 5.03793 -5.08747 1.14210 -0.606
C 4.07234 -4.81453 0.57847 0.257
C 2.86858 -4.58795 -0.10810 0.260
C 2.03213 -5.67487 -0.39916 -0.391
C 0.83624 -5.43264 -1.04175 -0.788
C 0.51143 -4.12314 -1.39165 -0.191
N 1.32396 -3.10484 -1.16248 -0.224
C 2.45611 -3.31394 -0.53290 0.003
H 2.32962 -6.67514 -0.10817 0.447
H 0.16086 -6.24202 -1.27554 0.441
H -0.43253 -3.87867 -1.85558 0.390
H 3.07779 -2.44939 -0.37206 0.356
```

Values from the calculation:
Orbital gap (Ha): 0.1994
Energy relative to the best compared isomer or geometry (same formula, charge and spin) (kcal per mole): 68.1
HOMO energy (eV): -1.84
Net charge: -2

---

(3)
This record from OMol25 describes C43H42N6OP2SZr as an isolated structure at a distorted geometry. The level of theory is ωB97M-V with the def2-TZVPD basis set.

Geometry as XYZ:
```
96
Properties=species:S:1:pos:R:3:mulliken_charge:R:1
Zr -18.24856 3.73752 1.96834 1.109
N -15.90073 6.69981 4.50043 0.108
C -16.29465 5.87066 3.55126 -1.435
N -17.26660 4.95694 3.68785 0.135
C -17.88952 4.84501 4.88034 0.439
N -18.90712 4.04402 5.04876 -1.381
N -19.12414 3.34815 3.92029 0.941
C -20.17842 2.56040 3.86362 -0.661
C -20.16707 1.62571 2.76960 0.913
C -21.20167 0.76981 2.46156 -0.844
C -21.10017 -0.00528 1.32353 -0.474
C -19.83754 -0.05240 0.66698 -0.792
C -18.85176 0.81747 1.03824 0.128
N -19.01629 1.71149 2.03261 -0.063
C -17.52087 5.75050 5.93538 0.655
C -18.27581 5.84784 7.11622 -0.310
C -17.92495 6.76650 8.10472 -0.809
C -16.85931 7.64808 7.93446 -0.493
C -16.17431 7.64046 6.72801 -1.047
C -16.55720 6.74165 5.75613 0.307
H -15.11372 7.35721 4.33344 0.371
H -15.83277 5.94430 2.56546 0.982
H -21.01256 2.67775 4.58407 0.411
H -22.03632 0.65506 3.13838 0.575
H -21.83519 -0.74806 1.03528 0.572
H -19.69765 -0.82101 -0.14132 0.465
H -17.86870 0.85611 0.58321 0.433
H -19.13343 5.15821 7.32321 0.412
H -18.59715 6.89437 8.94319 0.450
H -16.60601 8.28133 8.72928 0.515
H -15.46274 8.38951 6.55591 0.513
C -21.22387 6.08629 -1.00877 -1.094
N -20.34082 5.47935 -0.01459 -0.222
P -20.73512 5.02822 1.62560 2.425
C -20.97959 6.67131 2.37329 0.594
C -19.90356 7.33559 2.99164 -0.093
C -19.99702 8.57499 3.61733 -0.882
C -21.27744 9.24444 3.53440 -0.668
C -22.34190 8.64086 2.82056 -0.877
C -22.18500 7.35863 2.25829 -0.535
C -22.31693 4.25473 1.51276 1.422
C -22.73464 3.57923 0.36160 -0.729
C -24.11704 3.28908 0.28613 -0.764
C -25.00902 3.62292 1.29369 -0.814
C -24.52591 4.09441 2.52882 -0.775
C -23.17857 4.38015 2.61130 -1.264
P -18.69543 4.98906 -0.40214 2.257
C -19.10523 3.91682 -1.82687 0.639
C -19.90562 2.82639 -1.57226 -0.128
C -20.28622 1.90991 -2.55450 -1.098
C -19.94149 2.20084 -3.89267 -0.860
C -19.35139 3.45815 -4.17177 -0.856
C -18.93835 4.30054 -3.17829 -1.036
C -17.88518 6.44093 -1.03633 0.742
C -18.24279 7.74074 -0.62969 -0.464
C -17.61610 8.85450 -1.21341 -0.750
C -16.54402 8.66047 -2.09653 -0.576
C -16.17969 7.37653 -2.46685 -0.757
C -16.86487 6.28197 -1.94469 -0.923
H -21.50922 5.32977 -1.81864 0.336
H -20.77924 6.94162 -1.48806 0.485
H -22.10706 6.44282 -0.41558 0.319
H -18.92765 6.82678 3.10931 0.092
H -19.11813 8.94930 4.13347 0.532
H -21.37952 10.25587 3.95347 0.424
H -23.31729 9.12491 2.72118 0.471
H -22.98771 6.89640 1.73860 0.472
H -22.15212 3.47620 -0.53119 0.265
H -24.49667 2.79375 -0.62772 0.473
H -26.07925 3.46988 1.11123 0.457
H -25.14078 4.28928 3.40930 0.507
H -22.80656 4.84254 3.51896 0.559
H -20.34783 2.66322 -0.61872 0.367
H -20.85661 1.02827 -2.34445 0.575
H -20.06629 1.49390 -4.67709 0.503
H -19.34813 3.81511 -5.20003 0.448
H -18.57496 5.26413 -3.41671 0.669
H -19.20580 7.88363 -0.09444 0.296
H -18.04134 9.84342 -1.09215 0.471
H -16.05352 9.55709 -2.50305 0.435
H -15.39707 7.16040 -3.24110 0.414
H -16.58275 5.30998 -2.31698 0.607
O -16.35168 3.15688 1.41496 -1.123
S -14.81980 2.91405 1.01590 0.186
C -13.75385 3.84788 2.15505 -0.361
C -13.47209 2.91150 3.33297 -0.588
C -13.30707 1.47745 2.76182 -0.823
C -14.46634 1.27675 1.76025 -0.447
H -14.08967 4.84228 2.46929 0.210
H -12.77420 4.00245 1.64866 0.549
H -14.38337 2.87859 3.95612 0.177
H -12.62146 3.32939 3.89911 0.490
H -13.24787 0.77476 3.58723 0.425
H -12.31416 1.46878 2.30702 0.341
H -15.40715 0.92854 2.20084 0.256
H -14.18475 0.56818 0.97777 0.494
```

Values from the calculation:
Orbital gap (Ha): 0.2120
HOMO energy (eV): -18.16
Net charge: +4

---

E (computed, eV): -108479.500, -74605.271, -86918.685